[1]
ORCA calculation (ωB97M-V with the def2-TZVPD basis set) on a molecular structure, H18O9 in a non-equilibrium geometry.

Last column: natural (NBO) charge in e.
Cartesian coordinates (Å):
1 O 4.469 -24.458 25.241  -1.00
2 H 5.097 -24.754 24.582  0.44
3 H 4.999 -24.292 26.020  0.42
4 O 7.575 -25.658 26.936  -0.94
5 H 6.760 -25.795 26.453  0.46
6 H 8.218 -25.435 26.263  0.48
7 O 5.281 -22.063 25.628  -0.93
8 H 5.585 -22.859 26.065  0.46
9 H 5.962 -21.869 24.984  0.46
10 O 4.550 -26.250 27.627  -0.86
11 H 4.567 -25.569 26.954  0.52
12 H 4.264 -27.037 27.164  0.52
13 O 6.091 -22.264 27.990  -0.80
14 H 6.294 -21.338 27.860  0.52
15 H 5.526 -22.280 28.763  0.52
16 O 7.572 -23.054 27.166  -1.02
17 H 8.298 -22.915 27.774  0.46
18 H 6.799 -22.751 27.642  0.38
19 O 6.088 -24.635 29.381  -0.99
20 H 6.967 -24.536 29.017  0.45
21 H 5.949 -25.582 29.420  0.49
22 O 4.808 -26.275 29.551  -1.01
23 H 3.992 -26.430 30.027  0.47
24 H 4.544 -26.227 28.632  0.42
25 O 5.544 -24.363 26.953  -0.96
26 H 5.421 -25.024 27.635  0.52
27 H 6.246 -23.804 27.285  0.52

Atomic forces in eV per Å
-4.1 -1.9 -6.0
-0.2 -0.1 -0.5
-1.0 0.5 -1.7
0.8 -1.5 0.1
0.2 0.0 -0.2
0.2 0.2 0.0
0.1 1.2 -0.3
-0.2 0.8 -0.7
0.1 0.0 -0.2
-2.1 -2.7 -12.6
-2.0 -0.4 -1.6
-0.1 -0.6 0.0
-13.8 10.7 8.6
-0.1 0.4 -0.6
-0.5 -0.7 0.6
10.4 -3.7 -5.6
0.4 -0.3 -0.2
4.9 -2.8 -0.7
2.7 3.5 -0.3
0.7 0.3 0.0
0.1 -0.5 1.2
-2.0 -3.8 9.3
0.2 -0.1 0.8
-0.9 0.2 3.7
3.3 1.2 6.2
1.7 1.6 1.3
1.0 -1.5 -0.5

As for the spin multiplicity: 1. The calculation puts the energy above the lowest of the compared OMol25 structures with the same formula, charge and spin at 358.9 kcal per mole. Its total energy is -687.45380 Eh. The maximum force comes out at 19.5 eV Å⁻¹.


[2]
ORCA calculation (ωB97M-V with the def2-TZVPD basis set) on C4H8N2O5Si in the gas phase in a non-equilibrium geometry.

Last column: natural (NBO) charge in e.
Cartesian coordinates (Å):
1 C -0.985 -0.434 0.232  -0.42
2 C -0.421 0.787 -0.605  -0.48
3 C -0.139 -1.041 1.326  -0.05
4 C 0.360 0.240 -1.725  -0.27
5 N 2.275 -3.437 -0.833  0.23
6 N 3.771 -1.201 0.596  0.19
7 O 3.389 -3.899 -0.878  -0.34
8 O 1.192 -3.897 -1.254  -0.40
9 O 3.749 -0.558 1.645  -0.37
10 O 4.770 -1.352 -0.155  -0.36
11 O 0.906 -1.987 0.885  -0.95
12 Si 2.100 -1.724 -0.065  1.57
13 H -1.808 -0.171 0.742  0.22
14 H -1.260 -1.322 -0.430  0.22
15 H -1.288 1.422 -1.087  0.22
16 H 0.157 1.450 -0.106  0.21
17 H 0.356 -0.205 1.924  0.19
18 H -0.771 -1.722 1.982  0.21
19 H -0.166 -0.359 -2.394  0.18
20 H 1.239 0.773 -1.998  0.20

Atomic forces in eV per Å
2.4 -1.5 -2.4
-3.2 -2.3 -2.0
1.0 -0.2 1.4
1.3 0.3 1.6
-1.5 0.9 0.2
1.8 0.0 -0.7
-0.2 -1.0 -0.5
2.2 0.1 0.4
0.1 -0.6 -0.8
-2.2 0.4 1.8
-2.0 0.5 2.1
0.4 1.0 -3.2
-3.3 1.2 1.6
0.2 1.4 0.4
1.2 -1.2 1.0
1.6 1.9 2.2
-0.6 -1.3 -0.4
0.7 1.3 -0.7
-0.3 -1.1 -1.2
0.5 0.2 -0.7

As for the spin multiplicity: 1. The calculation puts the energy above the lowest of the compared OMol25 structures with the same formula, charge and spin at 84.2 kcal per mole. Its total energy is -932.14716 Eh. The maximum force comes out at 4.4 eV Å⁻¹.


[3]
ORCA calculation (ωB97M-V with the def2-TZVPD basis set) on a molecular structure, C25H26N2O5S in a non-equilibrium geometry.

Last column: natural (NBO) charge in e.
Cartesian coordinates (Å):
1 C 6.889 4.996 0.156  -0.61
2 C 5.732 3.991 0.507  -0.06
3 C 4.384 4.291 0.329  -0.21
4 C 3.476 3.554 0.674  -0.11
5 C 3.869 2.316 1.238  -0.19
6 C 5.106 2.133 1.647  0.10
7 C 6.107 3.093 1.210  -0.18
8 H 7.180 2.492 1.497  0.21
9 C 5.475 0.712 2.464  -0.62
10 H 6.448 0.541 2.276  0.19
11 H 4.776 -0.081 2.232  0.23
12 H 5.232 0.810 3.603  0.24
13 C 2.710 1.520 1.646  0.25
14 N 2.559 0.983 3.062  -0.42
15 C 1.683 0.130 3.385  0.16
16 C 1.691 -0.250 4.675  -0.22
17 C 0.693 -1.125 4.954  -0.13
18 C -0.447 -1.325 4.293  -0.26
19 C -0.664 -0.966 3.130  -0.14
20 C 0.370 0.120 2.673  -0.06
21 C 0.489 0.626 1.368  -0.03
22 C 1.447 1.580 1.102  -0.27
23 H 1.414 1.908 0.086  0.21
24 C -0.835 0.740 0.528  0.77
25 O -0.642 0.049 -0.592  -0.64
26 O -1.976 0.840 1.044  -0.45
27 C -3.016 0.800 0.104  -0.15
28 H -3.989 0.848 1.067  0.24
29 H -3.054 1.621 -0.526  0.23
30 C -3.193 -0.648 -0.265  0.64
31 O -3.015 -1.681 0.681  -0.74
32 N -3.276 -1.015 -1.539  -0.37
33 C -3.495 0.103 -2.510  -0.44
34 H -4.227 0.793 -2.458  0.20
35 H -2.482 0.746 -2.566  0.21
36 H -3.675 -0.389 -3.359  0.23
37 C -3.270 -2.471 -1.996  -0.17
38 C -2.352 -2.337 -2.934  -0.63
39 H -1.626 -3.425 -2.671  0.24
40 H -1.560 -1.603 -2.893  0.29
41 S -3.140 -2.811 -4.639  2.12
42 O -3.502 -1.473 -5.037  -0.92
43 O -2.195 -3.783 -5.313  -0.87
44 C -4.385 -3.611 -3.833  -0.75
45 C -4.605 -2.744 -2.514  -0.39
46 H -5.253 -1.886 -3.172  0.22
47 H -5.403 -3.083 -1.982  0.24
48 H -5.352 -3.758 -4.622  0.29
49 H -4.153 -4.810 -3.332  0.28
50 H -3.132 -2.824 -0.949  0.32
51 H -1.462 -1.096 2.510  0.24
52 H -1.236 -2.149 4.704  0.21
53 H 0.651 -1.868 6.032  0.20
54 H 2.515 -0.146 5.144  0.21
55 H 2.346 3.956 0.425  0.22
56 H 4.121 5.462 -0.116  0.19
57 H 6.768 5.548 -0.710  0.21
58 H 7.284 5.680 1.052  0.22
59 H 7.775 4.335 -0.028  0.21

Atomic forces in eV per Å
1.6 -1.3 2.6
0.8 11.4 -5.8
5.3 10.8 -4.6
-9.1 -3.8 0.6
-4.3 -0.1 1.2
2.4 -3.3 1.7
4.5 -14.4 8.3
-2.4 3.0 -1.1
-4.2 3.8 1.5
3.3 -1.0 -0.5
0.2 -0.1 -0.8
0.9 0.3 -2.0
-2.7 -1.3 6.0
6.1 2.6 -5.4
-5.1 3.3 -2.7
-5.5 -4.3 -0.4
2.9 -1.8 8.0
-4.5 -6.8 5.0
2.7 7.2 -6.8
0.8 -4.6 -1.4
-4.5 2.9 2.7
2.2 -1.6 -3.1
-0.3 0.9 -0.6
6.4 -7.4 -4.7
-1.4 4.2 3.3
-0.9 2.5 1.4
-4.7 -2.9 6.1
2.3 0.4 -3.4
0.1 1.1 -1.4
2.1 -6.5 2.6
-1.2 5.6 -4.0
-2.8 3.8 1.8
6.0 -0.5 1.9
-3.0 1.9 1.5
-2.1 -1.6 -0.2
-0.2 -1.2 -3.6
-5.5 4.8 7.8
8.9 -7.5 -6.2
-1.6 2.9 -1.4
-0.4 0.4 -0.4
7.1 -0.8 2.0
-1.0 -0.7 -2.1
-3.1 2.9 0.7
-4.4 -5.4 1.6
-2.7 1.6 -7.0
2.3 -0.9 2.4
-1.5 -1.5 2.2
2.6 0.6 2.4
0.0 3.5 -2.4
0.6 -1.1 -0.9
-2.2 -0.8 -1.4
2.0 2.0 -0.6
0.8 2.7 -3.0
5.4 0.7 3.8
2.9 -1.7 1.1
0.9 -3.6 1.1
-0.6 1.4 -1.6
-1.4 -1.4 -1.8
-0.6 0.6 0.0

As for the spin multiplicity: 1. The calculation puts the energy above the lowest of the compared OMol25 structures with the same formula, charge and spin at 476.6 kcal per mole. Its total energy is -1851.45323 Eh. The maximum force comes out at 17.2 eV Å⁻¹.


[4]
ORCA calculation (ωB97M-V with the def2-TZVPD basis set) on 2 unconnected molecules or ions with the total composition C5H3N4OS in a non-equilibrium geometry.

Last column: natural (NBO) charge in e.
Cartesian coordinates (Å):
1 C 2.165 1.025 1.586  0.47
2 C 0.542 0.091 -2.140  -0.20
3 C -0.739 -0.049 -1.607  -0.13
4 C 0.570 0.392 -0.062  0.38
5 C -2.309 -1.696 1.097  0.48
6 N 3.055 1.478 2.182  -0.45
7 N 1.373 0.381 -1.088  -0.56
8 N -0.738 0.072 -0.301  -0.61
9 N 0.920 0.683 1.235  -0.65
10 O -2.780 -2.177 0.156  -0.47
11 S -1.672 -1.283 2.444  -0.03
12 H 1.107 0.087 -3.089  0.18
13 H -1.645 -0.161 -2.083  0.17
14 H 0.151 1.157 1.670  0.42

Atomic forces in eV per Å
-0.6 1.0 1.3
0.8 0.2 -0.1
1.4 -0.3 -2.5
-1.7 -1.4 -1.3
-0.2 -1.0 -1.1
0.0 -0.6 -0.7
0.7 0.3 0.3
1.3 1.2 2.3
1.0 0.0 0.9
0.0 0.6 0.3
0.2 0.4 1.0
-1.4 -0.2 0.2
-1.7 -0.5 -1.3
0.2 0.2 0.7

The total charge is -1. As for the spin multiplicity: 1. Its total energy is -884.83532 Eh. The maximum force comes out at 2.9 eV Å⁻¹.


[5]
ORCA calculation (ωB97M-V with the def2-TZVPD basis set) on 2 unconnected molecules or ions with the total composition C5H7NO3S2 in a non-equilibrium geometry.

Last column: natural (NBO) charge in e.
Cartesian coordinates (Å):
1 C -2.468 -0.887 0.595  -0.27
2 C -1.573 0.052 0.217  -0.21
3 C -2.064 -2.158 0.352  -0.40
4 C -0.415 -0.498 -0.249  -0.32
5 C 0.858 0.124 -0.536  -0.22
6 N 0.923 1.501 -0.143  -0.84
7 O 3.458 0.170 -0.041  -0.87
8 O 2.430 -2.065 -0.424  -0.92
9 O 2.088 -0.782 1.686  -0.90
10 S -0.493 -2.218 -0.301  0.52
11 S 2.249 -0.830 0.291  2.34
12 H -3.361 -0.670 1.242  0.23
13 H -1.723 1.187 0.297  0.22
14 H -2.575 -3.040 0.599  0.23
15 H 1.297 0.174 -1.929  0.13
16 H 0.063 1.987 -0.508  0.39
17 H 3.490 0.186 -0.995  0.49
18 H 1.837 1.799 -0.375  0.38

Atomic forces in eV per Å
-3.3 -1.2 2.1
1.8 3.9 -0.5
0.6 0.2 -0.2
0.2 -1.0 -0.6
2.6 1.3 -3.5
-2.2 -0.9 0.5
-0.3 -0.2 0.5
0.1 0.7 0.3
0.0 -0.1 1.1
-0.8 0.1 0.1
-0.8 0.4 -1.6
0.8 -0.2 -1.2
0.2 -2.0 0.1
-0.6 -1.0 0.2
-1.3 -1.0 3.5
2.0 -0.2 0.4
0.5 0.0 -0.9
0.4 1.4 -0.4

As for the spin multiplicity: 1. The calculation puts the energy above the lowest of the compared OMol25 structures with the same formula, charge and spin at 13.6 kcal per mole. Its total energy is -1271.48890 Eh. The maximum force comes out at 4.5 eV Å⁻¹.


[6]
ORCA calculation (ωB97M-V with the def2-TZVPD basis set) on C3H4O2 in the gas phase in a non-equilibrium geometry.

Last column: natural (NBO) charge in e.
Cartesian coordinates (Å):
1 C 1.735 -1.204 -0.643  0.66
2 C -0.333 -0.403 0.349  0.16
3 C -0.775 0.950 0.042  -0.70
4 O 0.730 -1.062 0.117  -0.43
5 O 2.925 -1.308 -0.474  -0.54
6 H -1.180 -0.883 0.795  0.16
7 H -0.735 1.678 0.837  0.23
8 H -1.859 0.811 -0.090  0.23
9 H -0.507 1.421 -0.933  0.23

Atomic forces in eV per Å
3.2 -0.3 -3.0
-3.0 1.3 0.8
-0.9 1.1 -2.0
1.1 -1.1 2.2
-2.2 0.3 0.6
0.4 -1.5 0.2
0.6 0.3 0.4
0.1 0.2 0.1
0.5 -0.4 0.8

As for the spin multiplicity: 1. The calculation puts the energy above the lowest of the compared OMol25 structures with the same formula, charge and spin at 105.7 kcal per mole. Its total energy is -267.02428 Eh. The maximum force comes out at 4.4 eV Å⁻¹.


[7]
ORCA calculation (ωB97M-V with the def2-TZVPD basis set) on 3 unconnected molecules or ions with the total composition C2H9NO4 in a non-equilibrium geometry.

Last column: natural (NBO) charge in e.
Cartesian coordinates (Å):
1 C 1.260 1.886 -1.732  -0.41
2 N 0.462 2.423 -0.649  -0.63
3 C 0.248 1.856 0.568  0.88
4 O 0.207 2.447 1.614  -0.61
5 O 0.063 0.492 0.488  -0.74
6 H 1.173 0.803 -1.679  0.23
7 H 2.312 2.186 -1.706  0.19
8 H 0.867 2.301 -2.664  0.20
9 H 0.510 3.433 -0.545  0.39
10 H -0.774 0.309 0.979  0.51
11 O -2.262 -2.331 0.705  -0.96
12 H -3.126 -2.527 0.283  0.47
13 H -1.726 -3.067 0.410  0.49
14 O 0.267 -3.621 0.965  -0.94
15 H 0.337 -2.678 1.100  0.48
16 H 0.182 -3.912 1.863  0.47

Atomic forces in eV per Å
-0.3 -0.1 -0.2
0.2 1.3 0.3
0.3 -0.9 0.0
-0.5 0.3 0.1
-0.9 0.1 0.1
0.1 0.1 -0.4
0.0 -0.1 0.4
-0.1 -0.4 -0.1
0.2 -0.3 0.0
1.0 -0.1 -0.2
-1.3 0.0 -0.5
0.7 0.4 0.5
0.6 -0.3 0.1
0.0 0.1 -0.5
0.1 0.6 -0.3
-0.1 -0.7 0.8

As for the spin multiplicity: 1. The calculation puts the energy above the lowest of the compared OMol25 structures with the same formula, charge and spin at 9.3 kcal per mole. Its total energy is -437.33257 Eh. The maximum force comes out at 1.4 eV Å⁻¹.


[8]
ORCA calculation (ωB97M-V with the def2-TZVPD basis set) on a molecular structure, C25H32AsPPd in a non-equilibrium geometry.

Last column: natural (NBO) charge in e.
Cartesian coordinates (Å):
1 Pd 0.306 0.839 -0.169  0.51
2 C -2.475 0.526 3.553  -0.17
3 C -3.123 0.644 2.327  -0.18
4 C -2.547 0.115 1.185  -0.25
5 C -1.316 -0.547 1.258  -0.36
6 C -0.653 -0.631 2.487  -0.23
7 C -1.240 -0.098 3.630  -0.20
8 P -0.777 -1.465 -0.199  1.05
9 C -1.701 -2.978 -0.365  -0.31
10 C -1.486 -3.763 -1.505  -0.20
11 C -2.173 -4.956 -1.641  -0.19
12 C -3.076 -5.348 -0.658  -0.14
13 C -3.304 -4.550 0.456  -0.18
14 C -2.632 -3.347 0.604  -0.21
15 C 0.971 -1.774 0.065  -0.54
16 C 1.659 -2.974 0.149  -0.09
17 C 3.033 -2.942 0.403  -0.20
18 C 3.699 -1.736 0.526  -0.15
19 C 3.017 -0.514 0.406  -0.31
20 C 1.683 -0.600 0.177  0.21
21 H -2.937 0.921 4.449  0.25
22 H -4.088 1.132 2.269  0.24
23 H -3.074 0.173 0.238  0.23
24 H 0.288 -1.163 2.562  0.23
25 H -0.737 -0.192 4.584  0.24
26 H -0.789 -3.443 -2.271  0.22
27 H -2.019 -5.572 -2.517  0.25
28 H -3.617 -6.279 -0.767  0.25
29 H -4.013 -4.862 1.211  0.24
30 H -2.810 -2.724 1.471  0.23
31 H 1.128 -3.911 0.034  0.24
32 H 3.580 -3.868 0.510  0.25
33 H 4.766 -1.719 0.707  0.25
34 H 3.546 0.427 0.495  0.25
35 C 1.487 2.595 -2.981  -0.61
36 C 1.031 1.143 -3.039  -0.31
37 C 0.824 0.674 -4.499  -0.59
38 C -0.263 0.892 -2.319  -0.22
39 H 2.434 2.721 -3.502  0.24
40 H 1.621 2.931 -1.954  0.19
41 H 0.752 3.246 -3.463  0.22
42 H 1.811 0.508 -2.620  0.23
43 H 0.003 1.217 -4.972  0.22
44 H 0.616 -0.394 -4.555  0.22
45 H 1.736 0.877 -5.063  0.25
46 H -0.735 -0.035 -2.588  0.22
47 H -0.965 1.722 -2.234  0.22
48 C 0.499 4.740 0.009  -0.92
49 As 0.649 3.059 0.953  0.97
50 C -0.181 3.453 2.650  -0.92
51 C 2.524 3.017 1.452  -0.94
52 H 0.535 5.533 0.751  0.26
53 H -0.442 4.796 -0.533  0.25
54 H 1.325 4.853 -0.688  0.26
55 H 0.231 4.403 2.986  0.25
56 H 0.047 2.672 3.374  0.25
57 H -1.259 3.542 2.538  0.25
58 H 2.814 3.952 1.929  0.26
59 H 3.131 2.867 0.562  0.24
60 H 2.685 2.195 2.146  0.24

Atomic forces in eV per Å
-1.8 -0.9 -0.7
0.0 0.1 0.0
0.0 0.1 0.0
-0.1 0.0 -0.1
-0.4 -0.8 0.7
-0.1 -0.1 0.1
0.2 0.1 0.0
0.9 1.5 0.5
-0.2 0.0 -0.6
0.0 0.0 0.1
0.0 0.0 0.0
0.0 0.0 0.0
0.0 0.0 0.0
0.1 0.0 0.1
-0.1 -0.7 0.1
0.1 0.0 0.3
-0.1 0.0 -0.1
0.0 -0.1 0.0
0.3 0.4 -0.1
-0.3 0.7 -0.4
0.0 0.0 0.0
0.0 0.0 0.0
0.0 0.0 0.0
0.0 0.0 0.0
0.0 0.0 0.0
0.0 0.0 0.0
0.0 0.0 0.0
0.0 0.0 0.0
0.0 0.0 0.0
0.0 0.0 0.0
0.0 0.0 0.0
0.0 0.0 -0.1
0.0 0.0 0.1
0.0 0.0 0.0
-0.1 0.0 -0.1
-0.1 0.1 -0.2
0.0 0.1 0.0
0.9 -0.1 -0.1
0.0 0.0 0.0
0.0 0.0 0.1
0.0 0.0 0.0
0.1 -0.2 0.1
0.0 0.0 0.0
0.0 0.0 0.0
0.0 0.0 0.0
-0.2 -0.1 0.0
0.0 0.1 0.3
-0.2 -0.1 -0.2
1.2 0.1 0.1
-0.3 -0.2 0.0
0.0 0.2 0.0
0.0 0.1 0.0
0.0 0.0 0.0
0.0 0.0 0.0
0.0 0.0 0.0
0.0 0.0 -0.1
0.0 0.0 0.0
0.0 0.0 0.0
0.0 0.0 0.0
0.0 0.0 0.0

The total charge is +2. As for the spin multiplicity: 1. The calculation puts the energy above the lowest of the compared OMol25 structures with the same formula, charge and spin at 46.5 kcal per mole. Its total energy is -3676.15942 Eh. The maximum force comes out at 2.1 eV Å⁻¹.


Q: Which of these has the lowest maximum force?
A: C2H9NO4


Q: Look up the total energy of the fifth one.
A: -1271.48890 Eh


Q: What is the total energy in the fifth record?
A: -1271.48890 Eh


Q: Which value of total energy does entry 6 give?
A: -267.02428 Eh